(1)
Density functional theory data (ωB97M-V/def2-TZVPD) for the molecule C2H6OS at a distorted geometry.

Each line ends with the natural charge from an NBO analysis.
Positions of all 10 atoms, in Å:
C  -0.40  -0.08  0.52  -0.10
C  0.85  -0.39  -0.27  -0.55
H  -1.81  -1.18  -0.29  0.45
H  -0.08  0.09  1.67  0.17
H  -0.92  0.81  0.43  0.19
H  0.40  -0.24  -1.29  0.23
H  1.68  -1.14  -0.03  0.27
H  0.14  1.87  -0.82  0.13
O  -1.46  -1.05  0.67  -0.71
S  1.59  1.31  -0.59  -0.08

- HOMO: -9.023 eV

(2)
Density functional theory data (ωB97M-V/def2-TZVPD) for a cluster of 2 separate species, C2H6OS in total at a distorted geometry.

Each line ends with the natural charge from an NBO analysis.
Positions of all 10 atoms, in Å:
S  2.43  -0.93  -0.32  -0.28
H  3.36  -0.78  -1.23  0.13
H  2.68  0.38  0.14  0.15
C  -1.44  0.79  -0.56  -0.47
C  -0.94  0.24  0.58  0.10
O  -1.07  -1.15  0.58  -0.70
H  -1.35  1.88  -0.74  0.20
H  -1.75  0.17  -1.41  0.22
H  -0.46  0.70  1.51  0.19
H  -1.48  -1.29  1.46  0.47

- HOMO: -9.158 eV

(3)
Density functional theory data (ωB97M-V/def2-TZVPD) for a cluster of 2 separate species, C2H6OS in total.

Each line ends with the natural charge from an NBO analysis.
Positions of all 10 atoms, in Å:
S  -2.14  -0.04  -0.36  -0.30
H  -3.47  -0.15  -0.52  0.14
H  -2.23  1.29  -0.38  0.15
C  2.78  -0.51  0.12  -0.46
C  1.48  -0.33  0.06  0.12
O  0.87  0.75  0.70  -0.71
H  3.28  -1.34  -0.39  0.21
H  3.38  0.15  0.71  0.21
H  0.80  -0.96  -0.51  0.17
H  0.27  0.35  1.33  0.48

- HOMO: -9.605 eV

(4)
Density functional theory data (ωB97M-V/def2-TZVPD) for the molecule C2H6OS at a distorted geometry.

Each line ends with the natural charge from an NBO analysis.
Positions of all 10 atoms, in Å:
C  -0.87  0.64  -0.08  -0.64
C  0.35  -0.35  -0.31  0.00
O  0.19  -1.61  0.31  -0.72
S  1.89  0.54  0.24  -0.05
H  -1.00  0.98  1.04  0.21
H  -1.87  0.20  -0.38  0.21
H  -0.62  1.52  -0.55  0.22
H  0.48  -0.46  -1.44  0.19
H  -0.08  -2.28  -0.26  0.48
H  1.53  0.82  1.45  0.11

- HOMO: -9.311 eV

(5)
Density functional theory data (ωB97M-V/def2-TZVPD) for a cluster of 2 separate species, C2H6OS2 in total at a distorted geometry.

Each line ends with the Löwdin spin population.
Positions of all 11 atoms, in Å:
S  -2.34  -1.71  3.38  0.47
S  -2.86  -1.57  1.13  0.47
H  -3.62  -1.83  3.76  0.03
H  -1.79  -0.73  0.68  0.02
O  0.17  0.46  -0.34  0.01
C  0.74  0.45  -1.37  0.00
C  2.12  1.07  -1.25  0.00
H  0.26  0.16  -2.41  0.00
H  2.33  1.29  -0.22  0.00
H  2.89  0.33  -1.68  0.00
H  2.09  2.09  -1.68  0.00

- Expectation value of S²: 0.754
- Spin multiplicity: 2
- Net charge: -1
- HOMO (spin up / spin down): -0.331 / -2.763 eV

(6)
Density functional theory data (ωB97M-V/def2-TZVPD) for a cluster of 2 separate species, C2H6OS2 in total at a distorted geometry.

Each line ends with the Löwdin spin population.
Positions of all 11 atoms, in Å:
S  1.67  1.32  -0.08  0.48
S  0.86  0.04  -1.76  0.46
H  2.01  0.22  0.59  0.02
H  -0.14  0.86  -2.10  0.03
C  -2.27  0.12  1.02  0.00
C  -1.70  -1.06  0.82  0.00
O  -1.43  -1.80  1.99  0.00
H  -2.83  0.70  0.30  0.00
H  -2.18  0.52  2.03  0.00
H  -1.46  -1.72  0.00  0.00
H  -0.68  -2.36  1.77  0.00

- Expectation value of S²: 0.754
- Spin multiplicity: 2
- Net charge: -1
- HOMO (spin up / spin down): -0.423 / -3.155 eV

(7)
Density functional theory data (ωB97M-V/def2-TZVPD) for a cluster of 2 separate species, C2H6OS2 in total at a distorted geometry.

Each line ends with the natural charge from an NBO analysis.
Positions of all 11 atoms, in Å:
O  2.28  2.01  -0.10  -0.49
C  2.17  1.25  0.81  0.26
H  1.14  1.17  1.20  0.11
H  3.02  0.76  1.31  0.12
C  -1.03  0.02  -0.23  -0.77
S  -2.57  -0.91  -0.24  0.08
S  -2.06  -2.72  -1.09  -0.13
H  -1.01  0.76  0.57  0.23
H  -0.06  -0.47  -0.19  0.22
H  -1.11  0.53  -1.20  0.23
H  -0.77  -2.41  -0.84  0.13

- HOMO: -8.123 eV

(8)
Density functional theory data (ωB97M-V/def2-TZVPD) for a cluster of 2 separate species, C2H6OS2 in total at a distorted geometry.

Each line ends with the natural charge from an NBO analysis.
Positions of all 11 atoms, in Å:
S  0.70  -2.36  1.10  -0.14
S  0.29  -0.82  2.56  -0.14
H  0.68  -3.41  1.85  0.12
H  -0.96  -0.60  1.88  0.15
C  0.15  0.44  -1.73  -0.53
C  0.28  1.47  -0.88  0.15
O  -0.86  2.18  -0.36  -0.69
H  0.70  -0.49  -1.81  0.23
H  -0.82  0.59  -2.07  0.19
H  1.17  1.65  -0.26  0.17
H  -1.33  1.36  -0.29  0.47

- HOMO: -9.473 eV

Sequential energy above the lowest of the compared OMol25 structures with the same formula, charge and spin output: 48.6; 25.1; 13.5; 5.8; 12.2; 12.7; 26.9; 43.1 kcal per mole